No. 1
8
Properties=species:S:1:pos:R:3:forces:R:3 method="wB97M-V/def2-TZVPD" orbital_gap_ev="9.202 / 8.504" e_lumo_ev="-1.085 / -0.739" multiplicity=1 total_charge=0 e_above_lowest_kj_mol=697.6
C 0.44682 -0.81659 0.00021 -1.514 -1.044 -0.335
C 1.42881 0.02931 0.24500 0.816 0.905 0.164
N -0.59427 -1.34712 -0.20596 1.793 -1.866 -0.303
O -1.80693 0.12468 0.01611 -1.364 1.481 0.164
O -1.12219 1.22243 0.20546 -0.076 0.417 -0.105
H 1.79771 0.18437 1.24371 -0.006 -0.016 0.155
H 1.92936 0.52106 -0.57264 0.046 0.032 -0.088
H -2.07931 0.08186 -0.93188 0.306 0.093 0.347

No. 2
24
Properties=species:S:1:pos:R:3:forces:R:3 method="wB97M-V/def2-TZVPD" orbital_gap_ev=3.941 e_lumo_ev=-3.611 multiplicity=1 total_charge=0
Cl -1.87147 4.55520 -2.18058 -0.105 0.326 -0.139
C -2.02170 3.18804 -1.20095 0.138 -0.317 0.229
C -2.94213 3.14513 -0.15063 -0.115 0.740 -0.329
N -3.02671 2.08194 0.60800 -0.162 -0.218 0.336
N -2.33824 0.94904 0.49430 -0.136 1.055 -0.328
C -1.46461 0.98539 -0.49579 0.222 -1.437 -0.434
C -0.62466 -0.22820 -0.68925 0.171 0.890 0.667
C 0.80626 0.15313 -0.28166 -1.018 -2.997 -1.408
C 1.70556 -1.09578 -0.00717 0.542 1.940 1.613
O 1.74085 -0.03267 -1.19873 1.097 2.279 -0.002
C -1.24964 2.07880 -1.35740 -0.220 0.007 0.148
H -3.58959 3.98477 0.04514 -0.146 -0.025 0.238
H -3.68643 2.09708 1.37846 -0.016 -0.179 0.043
H -0.92677 -1.03343 -0.03555 -0.378 -0.177 -0.165
H -0.55549 -0.50195 -1.73546 -0.185 -0.305 -0.081
H 0.93858 0.99784 0.37610 -0.080 0.278 0.512
H 2.74656 -1.35884 -0.22681 -0.694 -2.199 -0.304
H 2.02128 -0.60084 0.96855 0.974 0.183 -0.580
H -0.49983 2.00144 -2.12939 0.112 -0.002 -0.079
O 3.28349 -2.87121 1.41169 0.116 0.203 0.083
Cl 2.96927 -4.28342 1.56531 -0.052 -0.157 0.018
O 3.76458 -4.83389 2.63155 -0.021 0.036 -0.016
O 3.25683 -4.96600 0.32845 -0.014 0.033 -0.015
O 1.56401 -4.41159 1.88181 -0.029 0.043 -0.008

No. 3
169
Properties=species:S:1:pos:R:3:forces:R:3 method="wB97M-V/def2-TZVPD" orbital_gap_ev="1.775 / 9.880" e_lumo_ev="1.444 / 1.428" multiplicity=2 total_charge=-1 e_above_lowest_kj_mol=547.4
C 17.49363 19.01802 32.34344 -0.707 1.783 -1.095
C 16.44198 18.19227 31.49452 0.982 1.181 2.085
C 16.44893 16.75138 31.86146 1.658 -0.961 -1.113
O 15.08330 16.39638 31.95772 2.445 -4.532 -1.004
C 14.35716 17.40181 32.19362 1.989 1.749 0.345
O 13.30731 17.27653 32.69844 -2.931 1.329 0.523
O 15.11913 18.48694 31.91632 -2.360 2.654 0.523
H 17.43306 20.06869 32.05970 0.146 0.177 -1.466
H 18.53953 18.76359 32.17183 -0.336 -0.502 -0.003
H 17.33242 19.37790 33.35960 -0.501 -1.934 0.713
H 16.54428 18.45015 30.44041 0.060 -0.243 0.014
H 16.97216 16.61258 32.80753 -0.239 -0.224 0.113
H 16.94027 16.19938 31.06022 -0.078 -0.442 0.408
C 21.08337 17.26254 25.82911 1.029 -0.138 -1.845
C 21.41781 17.42528 27.26002 -1.944 -0.759 -0.227
C 21.22666 18.87108 27.70464 -1.511 -1.775 -0.222
O 20.26836 18.68829 28.78612 0.940 2.406 0.371
C 19.70579 17.50811 28.84386 1.687 -0.885 0.819
O 18.94963 17.22680 29.75254 0.035 -0.544 -1.728
O 20.30867 16.69551 27.90600 -0.557 0.302 1.860
H 20.03327 17.33616 25.54631 -0.018 0.908 0.471
H 21.32469 16.31830 25.34096 0.593 -0.338 0.525
H 21.73472 18.00755 25.37216 -0.350 0.166 -0.856
H 22.39424 17.01363 27.51538 -0.137 -0.234 0.389
H 20.65576 19.37158 26.92254 0.456 0.572 0.072
H 22.19187 19.30728 27.96190 -0.372 0.411 0.608
C 16.06078 16.15334 25.98038 0.939 1.022 1.407
C 15.69296 15.37676 27.26886 -0.303 -1.369 -3.712
C 15.49368 16.00449 28.56486 0.698 1.639 1.236
O 14.12946 15.85991 28.84679 -0.175 1.150 2.757
C 13.46367 15.37788 27.87766 -3.786 -1.857 -3.127
O 12.21826 15.27112 27.83732 4.186 0.175 -0.162
O 14.36449 14.99692 26.86924 -2.535 -0.705 1.568
H 16.27103 15.46597 25.16099 0.111 0.174 0.165
H 16.86796 16.85275 26.19807 0.694 -0.329 -0.312
H 15.26515 16.84404 25.70109 -0.376 -0.382 0.048
H 16.30306 14.48092 27.38438 0.018 -0.091 -0.241
H 15.67259 17.07419 28.45614 0.383 0.150 0.623
H 16.03449 15.51592 29.37537 0.198 0.338 -0.169
C 19.05088 25.16961 30.42924 0.417 0.851 0.517
C 19.67951 23.80011 30.25718 0.532 1.825 2.452
C 19.28613 22.82896 31.33715 -0.345 1.012 1.984
O 19.02092 21.63696 30.67859 0.421 -0.927 -1.895
C 18.91150 21.95359 29.34154 -2.929 -3.965 -1.549
O 18.37118 21.22821 28.48865 1.963 1.939 2.624
O 19.30146 23.17156 29.12064 -0.126 0.377 -2.959
H 19.66560 25.94524 29.97248 -0.286 -0.054 -0.583
H 19.09518 25.47669 31.47415 0.082 -0.377 0.349
H 17.99709 25.28469 30.17550 0.111 -0.380 -0.422
H 20.76218 23.92121 30.29250 0.164 -0.030 -0.306
H 18.37142 23.06355 31.88156 -0.178 0.528 -0.080
H 20.06019 22.82096 32.10453 0.125 -0.796 -0.191
C 10.73067 14.67799 31.99564 0.940 -1.075 0.922
C 9.98462 14.76480 33.30480 1.230 -1.031 0.288
C 10.74562 14.27655 34.63630 -0.765 0.328 -2.679
O 10.50144 15.41532 35.46373 1.007 -2.155 2.684
C 9.94699 16.43897 34.85706 -0.818 0.667 0.994
O 9.56863 17.45114 35.41018 0.806 -1.204 -1.249
O 9.84175 16.09480 33.59602 -1.679 3.448 -1.736
H 11.73952 15.01449 32.23455 0.152 0.195 -0.413
H 10.35463 15.22528 31.13124 -0.315 -0.135 0.316
H 10.80057 13.60649 31.80831 0.089 -0.036 -0.619
H 9.00919 14.28302 33.23756 -0.211 0.040 0.144
H 11.80860 14.07402 34.50538 0.028 0.567 -0.011
H 10.29402 13.30890 34.85495 -0.306 0.448 1.257
C 21.55917 17.88629 33.90124 0.465 -0.262 -0.183
C 22.01984 18.78944 32.74653 -1.635 -5.546 0.240
C 21.07167 19.80757 32.35969 -1.543 1.602 -0.064
O 21.84902 20.99799 32.41022 1.971 0.639 0.791
C 23.08230 20.68149 32.98317 -0.299 1.177 0.408
O 23.85695 21.51333 33.41376 -1.031 -1.228 -0.843
O 23.20865 19.34267 33.09528 1.985 2.774 -0.013
H 21.08250 18.45906 34.69674 -0.249 -0.284 -0.001
H 22.41544 17.33911 34.29556 0.337 0.391 0.176
H 20.99235 17.04150 33.50990 -0.826 0.419 0.093
H 22.07377 18.07348 31.92641 1.041 0.120 -0.456
H 20.29452 19.87502 33.12099 -0.277 0.203 -0.328
H 20.64492 19.71666 31.36083 0.051 -0.125 0.067
C 21.80055 24.23676 36.59869 1.389 0.899 -0.910
C 21.82015 23.18696 35.44686 -0.492 2.164 1.395
C 22.02734 21.81727 36.00212 -0.628 1.106 -0.107
O 20.93344 21.10852 35.30867 4.886 -4.039 3.046
C 20.09621 21.86724 34.77558 -3.628 1.295 -1.972
O 19.09155 21.42055 34.22650 1.318 1.745 0.881
O 20.46628 23.14793 34.97093 -0.517 0.510 -1.547
H 22.41805 23.84866 37.40873 -0.625 0.063 0.518
H 20.84102 24.69768 36.83308 -0.356 -1.140 0.408
H 22.31791 25.16518 36.35685 0.479 -0.078 -0.596
H 22.59679 23.42323 34.71946 -0.658 0.095 -0.620
H 21.88443 21.99599 37.06783 -0.667 -1.415 0.160
H 23.07357 21.55180 35.85036 -0.523 -1.162 -0.562
C 19.12577 20.80592 38.37601 0.545 -0.059 0.600
C 18.12511 19.75754 37.98727 -0.751 -0.536 -1.798
C 16.95265 20.30277 37.18248 -0.387 2.124 0.329
O 16.74997 19.46903 36.05106 0.465 -1.218 0.373
C 17.80892 18.58932 36.03302 -1.484 -4.325 -5.427
O 17.94385 17.59700 35.19730 -0.850 5.169 4.198
O 18.64191 18.90012 36.94422 3.047 -0.586 1.768
H 19.62170 21.33566 37.56266 -0.607 -0.198 -0.446
H 19.96327 20.37494 38.92460 -0.197 -0.085 0.350
H 18.61648 21.55013 38.98827 0.105 -0.003 0.188
H 17.80392 19.06718 38.76724 0.209 0.329 0.371
H 17.24761 21.29718 36.84745 0.104 0.069 -0.494
H 16.04693 20.51823 37.74934 -0.221 -0.772 -0.070
C 20.21591 13.74750 27.27370 0.303 -1.074 1.380
C 19.82926 12.99300 28.60658 -0.207 1.073 -2.630
C 20.53615 13.28669 29.88923 -0.339 0.106 -0.883
O 19.37717 13.21786 30.75498 4.853 -0.915 5.064
C 18.26630 13.33783 30.21326 -4.635 1.446 -0.643
O 17.15999 13.43076 30.78497 2.627 -0.314 -1.657
O 18.49718 13.48056 28.91966 -1.429 -0.733 -2.015
H 19.47825 14.53772 27.13399 0.362 -0.094 -0.262
H 20.23145 12.99471 26.48557 -0.284 0.301 -0.240
H 21.23274 14.13312 27.34753 -0.121 0.309 0.005
H 19.81394 11.93892 28.32949 -0.419 -0.200 0.600
H 20.98406 14.27836 29.82552 -0.302 0.279 0.628
H 21.32056 12.57076 30.13467 -0.450 -0.077 0.426
C 14.33971 13.47469 33.35690 -0.093 -1.675 -1.056
C 15.65850 12.65736 33.42265 -1.404 4.480 -2.865
C 16.70706 13.61265 33.99493 0.079 -1.607 -1.351
O 17.17158 12.80443 35.04561 0.716 -0.359 2.365
C 16.44231 11.63726 35.21536 2.080 0.269 0.129
O 16.64197 10.79941 36.05614 -0.470 1.268 -0.791
O 15.63988 11.53677 34.16929 -1.303 -2.254 1.203
H 14.44738 14.33378 32.69472 0.544 0.449 0.762
H 13.95444 13.66653 34.35833 0.001 0.323 -0.137
H 13.62129 12.93744 32.73776 -0.504 -0.560 0.500
H 15.98816 12.47240 32.40029 -0.353 -0.609 0.080
H 16.36462 14.62029 34.23049 -0.050 -0.280 0.710
H 17.41456 13.66413 33.16735 0.726 0.436 0.594
C 13.09246 20.74848 33.80446 1.831 -0.001 -1.221
C 11.90243 21.64188 33.97391 0.034 -1.666 -0.003
C 10.58659 20.92928 34.37482 1.266 0.808 -0.595
O 10.04039 21.92502 35.26185 -2.350 -0.875 -0.343
C 10.93168 22.81060 35.63240 0.633 1.287 1.926
O 10.77091 23.73403 36.41814 0.219 -1.812 -1.726
O 12.10233 22.44155 35.09257 1.288 2.129 0.832
H 13.00949 20.14135 32.90301 -0.521 -0.661 0.463
H 13.59913 20.24228 34.62614 -1.350 -0.626 0.511
H 14.00271 21.27685 33.52097 -0.168 1.150 -0.281
H 11.79114 22.24634 33.07372 -0.205 0.139 -0.024
H 10.81905 20.00099 34.89668 -0.404 0.036 0.161
H 9.96951 20.77854 33.48905 -0.356 0.009 0.427
C 10.44251 18.44651 31.00376 0.159 -1.175 0.959
C 9.01793 17.96296 30.92817 -1.019 -0.803 1.238
C 8.06358 18.09031 32.14159 -0.031 -0.771 0.379
O 6.84879 18.70976 31.62946 1.166 0.011 1.048
C 7.19579 19.23413 30.46757 -1.910 3.537 -2.022
O 6.59883 20.15486 29.90579 0.991 -2.445 1.168
O 8.29612 18.69233 29.98821 0.392 0.406 -2.045
H 10.84603 18.54517 29.99603 -0.038 0.530 0.180
H 11.02357 17.65978 31.48494 0.119 -0.253 -0.082
H 10.59416 19.26236 31.71051 -0.178 0.603 -0.665
H 8.94253 16.89209 30.73935 0.505 0.000 -0.958
H 8.57277 18.64069 32.93274 -0.685 0.193 0.302
H 7.71021 17.10785 32.45465 0.465 0.207 0.472
C 14.44134 21.05904 30.40954 -0.065 0.166 -0.054
C 13.44631 22.17543 30.10771 -0.056 -2.929 -1.608
C 13.16855 22.33715 28.61860 1.951 1.731 -1.072
O 11.81099 22.09344 28.31259 0.287 0.391 -0.179
C 11.18886 21.73828 29.42338 -0.905 -0.608 0.970
O 10.00626 21.49883 29.50926 2.356 0.368 0.433
O 12.15913 21.62377 30.42469 -1.990 0.579 1.754
H 15.45915 21.44871 30.42730 0.105 -0.054 -0.013
H 14.37820 20.28015 29.64964 -0.012 -0.119 0.113
H 14.20866 20.63079 31.38452 0.209 0.073 -0.226
H 13.88845 23.04954 30.58577 -1.451 0.526 0.428
H 13.79004 21.70794 27.98146 -0.034 -0.052 0.109
H 13.41306 23.38184 28.42636 -0.263 0.046 -0.792

No. 4
9
Properties=species:S:1:pos:R:3:forces:R:3 method="wB97M-V/def2-TZVPD" orbital_gap_ev=10.892 e_lumo_ev=1.282 multiplicity=1 total_charge=0 smiles="C=CC" e_above_lowest_kj_mol=61.6
C -0.04015 0.40849 -1.30666 -0.628 -2.178 -2.432
C -0.51082 0.24579 -0.06154 -0.646 0.494 -1.530
C 0.28695 -0.22654 1.06278 0.266 -0.769 -0.049
H -0.54824 0.33456 -2.38152 0.109 1.097 2.850
H 0.95424 0.01358 -1.54509 0.240 0.592 0.723
H -1.53753 0.35993 0.25568 -0.449 0.415 -0.689
H -0.19688 -1.13757 1.42587 0.097 0.074 0.292
H 0.33553 0.49733 1.84747 0.135 0.373 0.696
H 1.25691 -0.49556 0.70301 0.877 -0.099 0.139